# C7H36NO11

A cluster of 12 separate species, C7H36NO11 in total in a non-equilibrium geometry (the ωB97M-V functional and the def2-TZVPD basis, OMol25).

Values from the calculation:
E	-31845.585	eV
energy above the lowest of the compared OMol25 structures with the same formula, charge and spin	609.62	kJ/mol
gap between HOMO and LUMO	0.3589	Ha
total charge	+1

Cartesian coordinates (Å):
1 H -1.719 1.533 2.420
2 H -3.836 -0.332 -0.720
3 H -2.072 -2.194 -4.326
4 H -1.705 -0.330 -0.283
5 H 1.121 3.432 -1.153
6 H 1.100 0.108 5.116
7 O -2.272 -1.683 -3.513
8 O -0.751 3.069 1.402
9 H 2.760 0.902 1.415
10 H -3.385 1.104 0.804
11 H -4.717 -0.949 -1.891
12 O -4.038 -1.138 -1.142
13 H 1.004 -1.565 3.257
14 C 2.749 -0.963 0.541
15 O -3.449 1.804 0.148
16 H 2.211 -0.515 -4.746
17 N -0.219 -2.129 -1.520
18 H -1.397 -3.219 1.111
19 C 1.640 -0.669 -0.651
20 O -1.266 -3.713 0.350
21 H -0.421 -3.236 -1.415
22 H -1.419 -0.986 1.228
23 H -0.123 3.023 0.749
24 H -1.109 4.227 -2.539
25 O -0.681 4.133 -1.723
26 C -0.814 -0.524 0.301
27 C 2.810 -2.002 1.317
28 C 4.091 0.979 -0.059
29 H -0.703 3.823 1.828
30 H 2.400 2.742 -0.606
31 H 4.743 0.604 -0.934
32 H -1.325 -4.582 0.638
33 O 0.219 -1.536 2.689
34 O 1.245 0.079 4.233
35 H 3.633 -1.988 2.065
36 O 1.503 2.998 -0.325
37 H 0.478 -2.218 0.539
38 H 2.105 -0.932 -1.598
39 H 1.873 1.015 -4.774
40 H -0.494 0.438 0.803
41 H -3.176 1.321 2.987
42 O -2.349 0.953 2.695
43 C 3.277 0.397 0.761
44 H 2.430 -3.015 1.013
45 H -3.261 -1.673 -3.537
46 H -1.363 3.621 -1.212
47 H 4.114 2.065 0.103
48 H 1.442 0.413 -0.682
49 H -0.360 -1.089 3.151
50 C 0.289 -1.466 -0.289
51 H 0.767 0.756 3.825
52 H -2.746 2.344 0.440
53 H 0.330 -1.920 -2.261
54 H -1.100 -1.571 -1.756
55 O 1.936 0.253 -4.276

***

# CH2N2OS2

An isolated molecule of CH2N2OS2 in a non-equilibrium geometry (the ωB97M-V functional and the def2-TZVPD basis, OMol25).

Values from the calculation:
E	-27761.580	eV
energy above the lowest of the compared OMol25 structures with the same formula, charge and spin	454.33	kJ/mol
gap between HOMO and LUMO (spin up / spin down)	0.2883 / 0.2883	Ha
total charge	0

Cartesian coordinates (Å):
1 S -1.196 0.190 -0.310
2 O -1.684 0.577 1.012
3 N 1.546 -0.940 0.450
4 H -0.729 -2.045 0.408
5 S 1.785 0.460 0.048
6 C -0.380 -1.364 -0.369
7 H 0.301 2.059 -0.701
8 N 0.357 1.063 -0.539

***

# C5H6ClNO

An isolated molecule of C5H6ClNO in a non-equilibrium geometry (the ωB97M-V functional and the def2-TZVPD basis, OMol25).

Values from the calculation:
E	-21341.145	eV
SMILES	CC1=C(Cl)C(=O)NC1
energy above the lowest of the compared OMol25 structures with the same formula, charge and spin	128.99	kJ/mol
gap between HOMO and LUMO	0.3786	Ha
total charge	0

Cartesian coordinates (Å):
1 O 1.209 -1.595 -2.457
2 N 0.623 -1.712 -0.313
3 C -0.195 0.457 0.172
4 Cl 0.182 1.613 -2.415
5 C 0.680 -1.102 -1.503
6 H -1.406 1.336 1.627
7 C -0.643 1.717 0.894
8 H 0.143 2.156 1.427
9 C 0.057 0.470 -1.125
10 H -1.029 -1.276 0.969
11 H 0.458 -0.895 1.768
12 H -1.267 2.360 0.282
13 H 1.219 -2.496 -0.049
14 C -0.030 -1.032 0.722

***

# C6H15N

An isolated molecule of C6H15N in a non-equilibrium geometry (the ωB97M-V functional and the def2-TZVPD basis, OMol25).

Values from the calculation:
E	-7952.799	eV
SMILES	CCCCNCC
energy above the lowest of the compared OMol25 structures with the same formula, charge and spin	286.35	kJ/mol
gap between HOMO and LUMO	0.3597	Ha
total charge	0

Cartesian coordinates (Å):
1 H -1.140 1.998 2.224
2 H 0.121 -2.092 -0.022
3 H 2.390 -1.262 0.538
4 C -1.428 0.223 1.214
5 H 3.331 -0.457 -1.720
6 N -1.261 0.577 -0.355
7 H -2.829 1.759 1.473
8 C -1.992 1.317 2.017
9 H 1.503 0.200 0.571
10 H 1.018 -1.639 -1.593
11 H -0.257 -0.181 -2.025
12 C 0.611 -1.245 -0.653
13 H -1.472 -1.250 -1.253
14 H -2.215 -0.594 1.215
15 H 2.135 0.678 -1.885
16 H 3.429 0.960 -0.967
17 H -0.533 1.422 -0.199
18 H -0.558 -0.404 1.539
19 C 1.870 -0.633 -0.039
20 H -2.441 0.847 2.903
21 C 2.722 0.160 -1.163
22 C -0.725 -0.494 -1.095

***

# C6H20N5P

An isolated molecule of C6H20N5P in a non-equilibrium geometry (the ωB97M-V functional and the def2-TZVPD basis, OMol25).

Values from the calculation:
E	-23280.707	eV
SMILES	CN(C)P(=NN)(N(C)C)N(C)C
energy above the lowest of the compared OMol25 structures with the same formula, charge and spin	0.00	kJ/mol
gap between HOMO and LUMO	0.2563	Ha
total charge	0

Cartesian coordinates (Å):
1 H -3.384 0.342 1.650
2 H 1.140 -0.072 -3.286
3 C 1.204 0.174 -2.234
4 N 0.166 -0.387 -1.459
5 H 1.787 2.511 0.610
6 H 0.252 -2.344 -2.055
7 H -2.795 1.746 0.830
8 H 0.214 -2.901 0.942
9 H 1.440 0.997 1.607
10 H 0.893 -1.981 -0.372
11 H 0.659 2.577 2.185
12 H -0.570 -1.721 2.680
13 N 0.436 -0.810 1.104
14 N -2.517 -0.055 -0.223
15 N -3.029 0.718 0.756
16 P -0.464 0.067 -0.061
17 H -0.754 -1.274 -2.993
18 C -0.437 2.746 -0.408
19 H 1.877 -2.423 1.060
20 H -1.144 3.492 0.063
21 C 0.919 -2.124 0.644
22 H 1.158 1.322 -2.161
23 C 1.098 1.976 1.226
24 H -0.990 2.570 -1.299
25 C 0.037 -0.782 2.530
26 N -0.069 1.623 0.389
27 H -1.485 -1.799 -1.660
28 H 0.726 -0.681 3.258
29 H 2.211 -0.139 -1.956
30 H 0.393 3.418 -0.582
31 C -0.476 -1.555 -2.045
32 H -0.582 0.089 2.471

***

# H18O9

A cluster of 9 separate species, H18O9 in total in a non-equilibrium geometry (the ωB97M-V functional and the def2-TZVPD basis, OMol25).

Values from the calculation:
E	-18717.354	eV
SMILES	O.O.O.O.O.O.O.O.O
energy above the lowest of the compared OMol25 structures with the same formula, charge and spin	461.34	kJ/mol
gap between HOMO and LUMO	0.3536	Ha
total charge	0

Cartesian coordinates (Å):
1 H 3.590 2.342 1.995
2 H -4.250 0.449 0.552
3 H -0.020 -0.297 1.484
4 H 0.942 -0.404 -4.049
5 H -0.986 -0.204 -1.350
6 O 3.397 1.400 2.062
7 O 0.843 -0.078 1.852
8 H 2.058 -3.749 -0.144
9 H 0.919 -0.646 2.627
10 H -2.238 0.404 -1.959
11 H -0.476 1.166 0.122
12 O -1.541 0.583 -1.318
13 O 2.427 -2.893 0.101
14 O 0.424 1.169 0.467
15 H 0.517 2.037 0.873
16 H 1.491 -0.218 -2.644
17 H -4.800 1.697 1.223
18 O -4.336 -2.061 0.568
19 H -5.202 -1.680 0.754
20 H -3.741 -1.593 1.165
21 H 3.996 0.992 1.427
22 O -4.720 0.743 1.340
23 H 1.760 0.927 -1.084
24 O 1.769 -0.334 -3.560
25 O 2.717 0.974 -1.183
26 H 2.478 -2.413 -0.734
27 H 2.980 1.686 -0.589